Entry 1:
Entry from the OMol25 dataset: a structure of composition C25H35N5NaO5Sb2 (wB97M-V/def2-TZVPD).

```
73
C25H35N5NaO5Sb2 | the OMol25 dataset | wB97M-V/def2-TZVPD
Na -0.418 1.052 0.000
O 4.179 4.030 -3.151
C 3.206 3.364 -2.459
C 2.169 4.037 -1.828
C 1.227 3.282 -1.146
N 1.308 1.957 -1.100
C 2.284 1.309 -1.724
C 3.281 1.977 -2.415
C 2.195 -0.229 -1.686
O 3.181 -0.856 -2.081
O 1.072 -0.691 -1.311
C 0.020 3.928 -0.417
O 0.053 5.159 -0.311
O -0.845 3.112 0.003
H 3.996 4.975 -3.098
H 2.069 5.116 -1.843
H 4.071 1.428 -2.905
C -0.502 -3.868 2.341
Sb 0.202 -2.397 0.916
C -1.759 -1.478 0.829
C -0.013 -3.683 -0.816
C -1.403 -3.787 -1.364
C -2.283 -4.694 -0.764
C -3.598 -4.831 -1.172
C -4.064 -4.058 -2.226
C -3.199 -3.177 -2.851
C -1.871 -3.018 -2.445
C -1.008 -2.056 -3.204
Sb -1.334 0.041 -2.775
C -3.034 0.248 -4.092
C 0.067 0.680 -4.260
H -1.399 -4.376 1.984
H -0.745 -3.361 3.277
H 0.278 -4.603 2.542
H -2.474 -2.211 1.204
H -2.049 -1.212 -0.186
H -1.821 -0.593 1.466
H 0.305 -4.660 -0.447
H 0.717 -3.327 -1.538
H -1.910 -5.316 0.042
H -4.249 -5.542 -0.680
H -5.087 -4.149 -2.569
H -3.549 -2.591 -3.694
H -1.187 -2.161 -4.276
H 0.052 -2.197 -3.011
H -2.839 -0.247 -5.045
H -3.218 1.308 -4.274
H -3.928 -0.179 -3.637
H -0.289 0.330 -5.230
H 1.047 0.254 -4.056
H 0.149 1.767 -4.271
C -0.170 0.512 3.486
N 0.392 1.334 2.407
C 0.201 2.755 2.769
N 0.823 3.074 4.059
C 0.249 2.208 5.083
N 0.445 0.784 4.787
C 1.886 0.543 4.659
N 2.505 1.372 3.625
C 1.844 1.077 2.351
C 2.252 2.777 3.956
H -0.018 -0.543 3.243
H -1.244 0.704 3.555
H -0.866 2.977 2.803
H 0.637 3.383 1.997
H -0.822 2.409 5.158
H 0.717 2.431 6.046
H 2.049 -0.509 4.412
H 2.363 0.756 5.619
H 2.008 0.031 2.087
H 2.273 1.701 1.564
H 2.689 3.407 3.179
H 2.733 3.008 4.910
```

The value obtained for the energy is -2266.5680 Ha. Its HOMO-LUMO gap is 7.65 eV. As for the total charge: -1.

=====

Entry 2:
Entry from the OMol25 dataset: an isolated molecule of C25H35N5O4S (wB97M-V/def2-TZVPD).

```
70
C25H35N5O4S | the OMol25 dataset | wB97M-V/def2-TZVPD
C 0.089 2.674 -0.970
C 0.903 3.902 -0.595
H 0.387 4.816 -0.930
O 1.061 3.931 0.804
C 1.719 5.093 1.268
H 2.701 5.187 0.780
C 1.885 4.999 2.782
C 2.961 3.990 3.188
N 2.682 2.679 2.626
C 1.728 1.907 3.223
S 1.011 2.290 4.655
N 1.379 0.745 2.609
C 1.899 0.321 1.417
C 1.466 -0.855 0.806
C 2.013 -1.239 -0.406
C 3.011 -0.472 -1.009
C 3.440 0.691 -0.406
C 2.887 1.102 0.806
C 3.307 2.364 1.422
O 4.146 3.096 0.941
H 4.205 1.308 -0.852
H 3.440 -0.797 -1.944
C 1.544 -2.535 -1.004
O 2.035 -3.598 -0.681
N 0.549 -2.430 -1.917
C -0.170 -1.214 -2.205
H -0.467 -1.249 -3.259
H 0.483 -0.351 -2.062
C -1.394 -1.090 -1.301
H -1.054 -0.896 -0.282
H -1.986 -0.230 -1.613
C -2.289 -2.347 -1.245
N -3.438 -2.354 -2.148
C -3.202 -2.590 -3.560
H -2.495 -3.408 -3.680
C -4.520 -2.984 -4.229
C -5.561 -1.884 -4.053
C -5.701 -1.562 -2.569
C -4.331 -1.215 -1.992
H -4.417 -0.965 -0.933
H -3.952 -0.323 -2.521
H -6.381 -0.721 -2.422
H -6.110 -2.426 -2.043
H -6.519 -2.199 -4.468
H -5.239 -0.988 -4.589
H -4.345 -3.177 -5.288
H -4.885 -3.905 -3.770
H -2.795 -1.695 -4.063
C -1.466 -3.659 -1.351
H -1.107 -3.901 -0.347
C -0.224 -3.603 -2.249
H -0.475 -3.564 -3.312
H 0.396 -4.482 -2.062
H -2.127 -4.465 -1.669
C -2.865 -2.449 0.196
O -2.348 -1.918 1.155
N -3.925 -3.270 0.281
H -4.377 -3.412 1.168
H -4.352 -3.595 -0.571
H 0.706 -1.457 1.283
H 0.653 0.202 3.060
H 2.998 3.900 4.275
H 3.935 4.298 2.803
H 2.161 5.978 3.175
H 0.929 4.704 3.217
H 1.120 5.981 1.010
H 1.891 3.873 -1.081
H -0.070 2.651 -2.045
H 0.614 1.772 -0.666
H -0.872 2.701 -0.464
```

The value obtained for the energy is -1946.6708 Ha. Its HOMO-LUMO gap is 8.55 eV. Its SMILES is CCOCCCn1c(=S)[nH]c2cc(C(=O)N3CCC(C(N)=O)(N4CCCCC4)CC3)ccc2c1=O.

=====

Entry 3:
Entry from the OMol25 dataset: an isolated molecule of C25H35N5O6 (wB97M-V/def2-TZVPD).

```
71
C25H35N5O6 | the OMol25 dataset | wB97M-V/def2-TZVPD
C -6.869 -0.378 -0.642
H -7.713 0.231 -0.325
C -5.706 -0.223 0.329
C -5.252 1.233 0.420
C -4.001 1.423 1.284
N -2.766 1.387 0.507
C -2.030 2.524 0.379
O -2.286 3.534 1.000
C -0.810 2.410 -0.533
C -0.140 3.759 -0.789
C 1.341 3.445 -0.897
O 2.198 4.164 -1.352
N 1.534 2.199 -0.375
C 2.756 1.504 -0.350
C 3.629 1.610 -1.421
C 4.837 0.934 -1.451
C 5.182 0.110 -0.391
C 4.315 -0.006 0.696
C 3.119 0.687 0.738
O 2.250 0.610 1.800
C 2.709 0.019 2.993
H 1.932 0.208 3.734
H 3.644 0.473 3.330
H 2.850 -1.062 2.884
H 4.626 -0.646 1.505
O 6.325 -0.626 -0.300
C 7.263 -0.533 -1.346
H 7.628 0.492 -1.466
H 6.843 -0.883 -2.294
H 8.090 -1.179 -1.057
H 5.484 1.058 -2.303
H 3.362 2.253 -2.243
C 0.318 1.605 0.131
H 0.300 0.545 -0.129
H 0.270 1.707 1.222
H -0.497 4.260 -1.686
H -0.309 4.428 0.059
H -1.109 1.949 -1.476
C -2.447 0.188 -0.185
C -1.730 -0.792 0.463
N -1.413 -0.656 1.781
H -0.627 -1.159 2.153
H -1.557 0.269 2.156
N -1.372 -1.948 -0.181
C -1.797 -2.224 -1.479
O -1.542 -3.266 -2.034
N -2.520 -1.231 -2.073
C -2.863 0.021 -1.553
O -3.438 0.831 -2.248
H -2.821 -1.416 -3.023
C -0.478 -2.919 0.430
H -0.566 -3.826 -0.173
H -0.822 -3.145 1.443
C 0.991 -2.460 0.425
C 1.480 -2.219 -1.001
H 2.525 -1.916 -0.992
H 1.379 -3.124 -1.595
H 0.909 -1.430 -1.486
C 1.847 -3.521 1.111
H 1.528 -3.680 2.140
H 2.890 -3.215 1.115
H 1.772 -4.466 0.580
H 1.088 -1.519 0.978
H -3.960 0.648 2.058
H -4.015 2.405 1.761
H -5.046 1.615 -0.581
H -6.066 1.826 0.841
H -4.877 -0.851 -0.005
H -6.006 -0.572 1.321
H -7.192 -1.415 -0.695
H -6.569 -0.056 -1.637
```

The value obtained for the energy is -1698.9639 Ha. Its HOMO-LUMO gap is 8.35 eV. Its SMILES is CCCCN(C(=O)[C@H]1CC(=O)N(c2ccc(OC)cc2OC)C1)c1c(N)n(CC(C)C)c(=O)[nH]c1=O.

=====

Entry 4:
Entry from the OMol25 dataset: a structure of composition C25H36As2BrN2O8P2SiTa (wB97M-V/def2-TZVPD).

```
78
C25H36As2BrN2O8P2SiTa | the OMol25 dataset | wB97M-V/def2-TZVPD
Ta -0.629 -0.500 0.099
Br -2.873 -7.500 -2.203
C -2.074 -5.812 -2.021
C -1.485 -5.459 -0.812
C -0.909 -4.209 -0.670
C -0.895 -3.323 -1.740
C -1.503 -3.673 -2.940
C -2.092 -4.919 -3.083
N -0.241 -2.042 -1.612
C 0.457 -1.643 -2.606
C 1.131 -0.351 -2.531
C 1.890 0.137 -3.573
C 2.505 1.375 -3.424
C 2.350 2.057 -2.231
C 1.572 1.503 -1.230
N 0.959 0.318 -1.366
H -1.487 -6.162 0.010
H -0.471 -3.929 0.279
H -1.567 -2.964 -3.757
H -2.577 -5.187 -4.011
H 0.595 -2.251 -3.495
H 1.980 -0.430 -4.489
H 3.091 1.796 -4.230
H 2.809 3.021 -2.072
H 1.416 2.037 -0.300
C 3.249 -0.687 0.837
As 1.739 -1.908 0.742
C 2.476 -3.304 -0.373
C 1.645 -2.594 2.522
C 2.247 -3.780 2.920
C 2.188 -4.154 4.256
C 1.544 -3.347 5.181
C 0.944 -2.162 4.779
C 0.989 -1.784 3.442
As 0.104 -0.194 2.779
C 1.086 1.323 3.457
C -1.554 -0.153 3.761
H 4.065 -1.155 1.384
H 2.974 0.244 1.328
H 3.572 -0.467 -0.181
H 3.430 -3.623 0.045
H 2.654 -2.891 -1.364
H 1.796 -4.148 -0.445
H 2.760 -4.416 2.210
H 2.651 -5.078 4.575
H 1.505 -3.643 6.220
H 0.438 -1.544 5.511
H 1.220 1.197 4.530
H 0.529 2.234 3.254
H 2.062 1.376 2.980
H -1.360 -0.042 4.826
H -2.084 -1.085 3.577
H -2.141 0.691 3.406
O -0.171 3.313 0.915
P -1.530 2.675 0.363
O -2.736 3.454 0.570
O -1.467 1.203 0.926
O -1.124 2.422 -1.174
P -1.949 1.398 -2.135
O -3.464 1.729 -1.977
O -1.316 1.393 -3.449
O -1.828 0.028 -1.353
H -0.260 4.263 1.079
H -3.806 2.470 -2.497
C -4.074 -2.645 -0.894
Si -3.559 -2.052 0.780
C -4.339 -0.449 1.252
C -3.679 -3.414 2.032
O -1.802 -1.701 0.763
H -5.166 -2.634 -0.940
H -3.747 -3.675 -1.047
H -3.712 -2.020 -1.710
H -5.421 -0.598 1.306
H -4.157 0.334 0.514
H -4.008 -0.090 2.225
H -4.699 -3.796 2.099
H -3.380 -3.124 3.041
H -3.041 -4.242 1.707
```

The value obtained for the energy is -9760.4728 Ha. Its HOMO-LUMO gap (alpha / beta) is 6.99 / 6.99 eV. As for the total charge: +2.

=====

Entry 5:
Entry from the OMol25 dataset: a structure of composition C25H36As3I2NOSr (wB97M-V/def2-TZVPD).

```
69
C25H36As3I2NOSr | the OMol25 dataset | wB97M-V/def2-TZVPD
Sr -0.497 0.321 -0.850
C 1.843 0.623 -2.383
C 0.735 1.034 -3.166
C 0.339 2.303 -2.679
C 1.160 2.636 -1.589
C 2.085 1.599 -1.406
H 2.377 -0.307 -2.509
H 0.287 0.488 -3.985
H -0.494 2.884 -3.051
H 1.107 3.550 -1.014
H 2.878 1.573 -0.671
C 1.139 3.015 2.108
As -0.397 1.813 2.077
C -0.004 0.878 3.752
C -1.791 2.976 2.868
C -2.842 3.799 2.092
C -3.748 4.415 3.172
C -3.757 2.907 1.234
As -3.125 2.140 -0.457
C -3.248 3.614 -1.738
C -4.795 1.247 -0.923
C -2.182 4.887 1.240
As -1.781 6.649 2.060
C -0.164 6.206 3.088
C -0.838 7.333 0.481
H 1.134 3.608 3.023
H 1.131 3.674 1.242
H 2.042 2.409 2.068
H 0.186 1.580 4.564
H 0.876 0.253 3.610
H -0.848 0.243 4.017
H -1.248 3.665 3.523
H -2.324 2.289 3.533
H -4.272 3.624 3.712
H -4.495 5.079 2.733
H -3.176 4.993 3.901
H -4.687 3.431 0.988
H -4.047 2.047 1.851
H -4.212 4.122 -1.668
H -3.144 3.193 -2.738
H -2.440 4.326 -1.585
H -5.633 1.945 -0.909
H -4.956 0.443 -0.205
H -4.701 0.790 -1.907
H -2.843 5.143 0.408
H -1.252 4.518 0.787
H -0.425 5.700 4.016
H 0.338 7.139 3.345
H 0.517 5.585 2.507
H -1.544 7.464 -0.338
H -0.045 6.652 0.168
H -0.405 8.303 0.722
I -4.748 -2.974 -1.709
C -2.769 -3.558 -1.541
C -2.425 -4.904 -1.758
C -1.135 -5.339 -1.668
I -0.727 -7.349 -2.013
C -0.102 -4.413 -1.340
C 1.259 -4.762 -1.216
C 2.181 -3.809 -0.888
C 1.738 -2.494 -0.684
N 0.483 -2.126 -0.786
C -0.447 -3.062 -1.118
C -1.820 -2.595 -1.230
O -2.087 -1.358 -1.050
H -3.217 -5.599 -2.003
H 1.558 -5.787 -1.383
H 3.231 -4.044 -0.787
H 2.448 -1.713 -0.430
```

The value obtained for the energy is -8437.6854 Ha. Its HOMO-LUMO gap is 7.41 eV.

=====

Entry 6:
Entry from the OMol25 dataset: a structure of composition C25H36AsInN3OS5 (wB97M-V/def2-TZVPD).

```
72
C25H36AsInN3OS5 | the OMol25 dataset | wB97M-V/def2-TZVPD
In -0.044 0.015 0.227
C 3.640 -1.427 1.227
C 3.696 0.013 1.715
S 2.078 0.480 2.363
C 2.194 2.275 2.444
C 2.536 2.993 1.140
S 1.522 2.529 -0.297
C 2.859 2.272 -1.498
C 2.323 1.742 -2.818
S 1.315 0.247 -2.699
C 2.529 -1.089 -2.772
C 3.420 -1.291 -1.551
S 2.436 -1.728 -0.094
H 3.368 -2.101 2.040
H 4.618 -1.743 0.861
H 3.969 0.683 0.901
H 4.439 0.109 2.507
H 2.920 2.553 3.209
H 1.207 2.568 2.796
H 3.577 2.834 0.860
H 2.407 4.063 1.300
H 3.585 1.586 -1.070
H 3.345 3.235 -1.661
H 3.149 1.545 -3.503
H 1.680 2.486 -3.291
H 3.152 -0.929 -3.653
H 1.924 -1.979 -2.961
H 4.006 -0.398 -1.333
H 4.111 -2.112 -1.746
N -2.107 3.845 1.192
C -1.815 2.601 0.719
S -1.242 1.441 1.921
N -1.952 2.406 -0.551
N -1.577 1.142 -0.983
C -2.092 0.777 -2.101
C -1.881 -0.490 -2.771
C -2.378 -0.598 -4.080
C -2.202 -1.738 -4.831
C -1.518 -2.814 -4.262
C -1.030 -2.739 -2.973
C -1.202 -1.585 -2.195
O -0.742 -1.587 -0.950
H -2.259 3.956 2.178
H -2.605 4.461 0.569
H -2.747 1.497 -2.588
H -2.911 0.250 -4.500
H -2.593 -1.801 -5.837
H -1.375 -3.723 -4.834
H -0.514 -3.578 -2.520
C -0.139 -3.997 1.315
As -0.533 -2.190 1.873
C -2.469 -2.230 1.951
C -0.023 -2.169 3.775
C -0.529 -3.359 4.540
C 0.260 -4.500 4.674
C -0.218 -5.620 5.340
C -1.493 -5.613 5.887
C -2.283 -4.477 5.770
C -1.804 -3.359 5.102
H -0.647 -4.690 1.984
H 0.933 -4.183 1.332
H -0.507 -4.106 0.297
H -2.811 -3.136 2.446
H -2.841 -2.201 0.928
H -2.831 -1.353 2.484
H -0.415 -1.232 4.172
H 1.064 -2.107 3.808
H 1.260 -4.510 4.254
H 0.410 -6.497 5.440
H -1.866 -6.484 6.411
H -3.273 -4.458 6.209
H -2.422 -2.472 5.026
```

The value obtained for the energy is -5630.4431 Ha. Its HOMO-LUMO gap is 7.53 eV. As for the total charge: +1.